# 1
A structure of composition C2H4S2 in a non-equilibrium geometry. Source: the Open Molecules 2025 dataset; level of theory: the ωB97M-V functional and the def2-TZVPD basis.

DFT total energy in eV: -23805.8563
Relative energy (zero: lowest compared OMol25 entry of this formula, charge and spin) in kJ/mol: 291.6
Frontier orbital gap in hartree: 0.27440
E_LUMO in eV: -1.2

The geometry in ORCA input format:
```
! wB97M-V def2-TZVPD RIJCOSX def2/J DEFGRID3
* xyz 0 1
C 1.643 -1.321 0.131
C -1.391 1.336 -0.074
S -0.095 -0.688 0.210
S 1.787 -2.929 0.380
H 2.524 -0.753 -0.216
H -0.951 1.510 -1.003
H -1.130 1.978 0.657
H -2.387 0.867 -0.086
*
```



# 2
A cluster of 2 separate species, C2H4S3 in total in a non-equilibrium geometry. Source: the Open Molecules 2025 dataset; level of theory: the ωB97M-V functional and the def2-TZVPD basis.

DFT total energy in eV: -34641.9197
Relative energy (zero: lowest compared OMol25 entry of this formula, charge and spin) in kJ/mol: 222.5
Frontier orbital gap in hartree: 0.28389
E_LUMO in eV: -0.8

The geometry in ORCA input format:
```
! wB97M-V def2-TZVPD RIJCOSX def2/J DEFGRID3
* xyz 0 1
C -0.745 0.695 -0.787
C 1.163 -1.061 0.799
S -0.971 -0.723 -1.404
S -1.296 2.283 -0.602
S 1.021 0.752 0.964
H 1.708 -1.376 -0.060
H 0.011 -1.367 0.813
H 1.630 -1.454 1.703
H -2.520 2.252 -1.427
*
```



# 3
A cluster of 2 separate species, C2H4S4 in total in a non-equilibrium geometry. Source: the Open Molecules 2025 dataset; level of theory: the ωB97M-V functional and the def2-TZVPD basis.

DFT total energy in eV: -45477.7552
Relative energy (zero: lowest compared OMol25 entry of this formula, charge and spin) in kJ/mol: 89.3
Frontier orbital gap in hartree: 0.29970
E_LUMO in eV: -0.7

The geometry in ORCA input format:
```
! wB97M-V def2-TZVPD RIJCOSX def2/J DEFGRID3
* xyz 0 1
C -1.330 2.273 1.408
C 1.313 -1.829 -1.140
S -2.496 0.874 1.477
S -2.266 2.420 0.068
S -0.325 3.014 2.413
S -0.057 -0.828 -0.472
H 0.412 0.119 0.213
H 1.693 -2.734 -0.523
H 2.122 -1.183 -1.309
H 0.933 -2.126 -2.135
*
```



# 4
A cluster of 2 separate species, C2H5BCl2O2 in total in a non-equilibrium geometry. Source: the Open Molecules 2025 dataset; level of theory: the ωB97M-V functional and the def2-TZVPD basis.

DFT total energy in eV: -31971.2469
Relative energy (zero: lowest compared OMol25 entry of this formula, charge and spin) in kJ/mol: 245.9
Frontier orbital gap in hartree: 0.28312
E_LUMO in eV: -0.1

The geometry in ORCA input format:
```
! wB97M-V def2-TZVPD RIJCOSX def2/J DEFGRID3
* xyz 0 1
B -1.968 -0.440 1.034
C 1.449 0.176 -0.408
C 0.669 0.335 0.868
O -1.723 -1.316 1.941
O -2.981 -0.008 0.352
Cl 1.183 -0.867 2.092
Cl 0.863 1.967 1.544
H 1.042 0.860 -1.150
H 2.512 0.399 -0.287
H 1.345 -0.845 -0.774
H -0.782 -1.424 2.249
H -2.926 0.696 -0.287
*
```



# 5
A structure of composition C2H5BN4O3 in a non-equilibrium geometry. Source: the Open Molecules 2025 dataset; level of theory: the ωB97M-V functional and the def2-TZVPD basis.

DFT total energy in eV: -14934.2554
Relative energy (zero: lowest compared OMol25 entry of this formula, charge and spin) in kJ/mol: 0.0
Frontier orbital gap in hartree: 0.29720
E_LUMO in eV: -1.4

The geometry in ORCA input format:
```
! wB97M-V def2-TZVPD RIJCOSX def2/J DEFGRID3
* xyz 0 1
B -0.756 1.693 -0.016
C -0.816 -1.070 -1.465
C 1.103 -0.986 0.194
N -1.755 -1.543 -2.022
N 1.671 -0.349 1.119
N 1.012 -2.288 0.409
N 0.295 -0.497 -0.903
O -1.398 0.846 0.777
O -1.030 2.974 -0.082
O 0.215 1.266 -0.929
H 1.765 0.642 1.103
H 1.482 -2.550 1.251
H 0.630 -3.069 -0.139
H -1.858 1.387 1.386
H -0.559 3.544 -0.683
*
```



# 6
A cluster of 2 separate species, C2H5BO2 in total in a non-equilibrium geometry. Source: the Open Molecules 2025 dataset; level of theory: the ωB97M-V functional and the def2-TZVPD basis.

DFT total energy in eV: -6925.8642
Relative energy (zero: lowest compared OMol25 entry of this formula, charge and spin) in kJ/mol: 245.5
Frontier orbital gap in hartree: 0.43511
E_LUMO in eV: 0.3

The geometry in ORCA input format:
```
! wB97M-V def2-TZVPD RIJCOSX def2/J DEFGRID3
* xyz 0 1
B 1.193 -0.207 0.972
C -2.672 0.356 -0.061
C 1.038 -0.040 -0.619
O -2.550 -0.116 0.970
O -2.887 0.804 -1.083
H 1.903 0.579 1.657
H 0.857 -1.205 1.404
H 1.471 0.883 -1.004
H 0.055 -0.147 -1.107
H 1.591 -0.906 -1.130
*
```



Q: Number 3 is which compound?
A: C2H4S4



Repeat the first record exactly.
A structure of composition C2H4S2 in a non-equilibrium geometry. Source: the Open Molecules 2025 dataset; level of theory: the ωB97M-V functional and the def2-TZVPD basis.

DFT total energy in eV: -23805.8563
Relative energy (zero: lowest compared OMol25 entry of this formula, charge and spin) in kJ/mol: 291.6
Frontier orbital gap in hartree: 0.27440
E_LUMO in eV: -1.2

The geometry in ORCA input format:
```
! wB97M-V def2-TZVPD RIJCOSX def2/J DEFGRID3
* xyz 0 1
C 1.643 -1.321 0.131
C -1.391 1.336 -0.074
S -0.095 -0.688 0.210
S 1.787 -2.929 0.380
H 2.524 -0.753 -0.216
H -0.951 1.510 -1.003
H -1.130 1.978 0.657
H -2.387 0.867 -0.086
*
```



Q: Number 3 is which compound?
A: C2H4S4



Copy entry 4 word for word.
A cluster of 2 separate species, C2H5BCl2O2 in total in a non-equilibrium geometry. Source: the Open Molecules 2025 dataset; level of theory: the ωB97M-V functional and the def2-TZVPD basis.

DFT total energy in eV: -31971.2469
Relative energy (zero: lowest compared OMol25 entry of this formula, charge and spin) in kJ/mol: 245.9
Frontier orbital gap in hartree: 0.28312
E_LUMO in eV: -0.1

The geometry in ORCA input format:
```
! wB97M-V def2-TZVPD RIJCOSX def2/J DEFGRID3
* xyz 0 1
B -1.968 -0.440 1.034
C 1.449 0.176 -0.408
C 0.669 0.335 0.868
O -1.723 -1.316 1.941
O -2.981 -0.008 0.352
Cl 1.183 -0.867 2.092
Cl 0.863 1.967 1.544
H 1.042 0.860 -1.150
H 2.512 0.399 -0.287
H 1.345 -0.845 -0.774
H -0.782 -1.424 2.249
H -2.926 0.696 -0.287
*
```